(1)
ORCA calculation (the ωB97M-V functional and the def2-TZVPD basis) on the ion C5H11N2 with charge +1 at a distorted geometry.

Last column: Löwdin charge in e.
Atoms and positions in Å:
H: -2.661 -2.063 -0.005  0.090
N: -2.048 -1.252 -0.016  0.102
C: -0.816 -1.449 -0.001  -0.090
C: 0.113 -0.050 -0.025  -0.427
C: 0.944 -0.090 1.269  -0.051
C: 1.029 -0.183 -1.250  -0.052
C: -0.437 1.469 -0.068  0.058
N: -1.703 1.578 -0.022  0.237
H: -0.218 -2.346 0.040  0.130
H: 1.386 -1.075 1.393  0.095
H: 0.327 0.120 2.140  0.095
H: 1.761 0.627 1.233  0.093
H: 1.538 -1.141 -1.215  0.094
H: 1.790 0.593 -1.259  0.092
H: 0.450 -0.127 -2.169  0.096
H: 0.269 2.285 -0.117  0.160
H: -2.228 0.672 0.004  0.115
H: -2.213 2.458 -0.035  0.162

Summary:
**HOMO**: -14.5 eV
**Gap between HOMO and LUMO**: 10.099 eV
**Energy relative to the best compared isomer or geometry (same formula, charge and spin)**: 119.5 kJ/mol
**Electronic energy**: -306.3380 Ha
**Total charge**: +1



(2)
ORCA calculation (the ωB97M-V functional and the def2-TZVPD basis) on a structure of composition C6H6CuLiO2 at a distorted geometry.

Last column: Mulliken spin population.
Atoms and positions in Å:
C: 0.801 1.789 0.512  0.009
C: 0.745 0.522 0.956  -0.013
C: 1.586 -0.612 0.564  0.003
H: 0.092 2.527 0.887  -0.001
H: 1.565 2.126 -0.194  0.000
H: -0.044 0.251 1.662  -0.009
H: 1.466 -1.585 1.045  0.012
C: 2.675 -0.500 -0.201  0.018
O: 3.697 -0.347 -0.725  0.008
O: -2.640 0.255 -0.001  -0.033
C: -2.388 -1.033 0.063  -0.122
C: -1.199 -1.639 -0.072  0.940
Cu: -0.915 0.681 -1.207  0.063
Li: -4.101 1.145 0.470  0.003
H: -0.880 -2.678 -0.008  0.059
H: -3.256 -1.716 0.184  0.065

Summary:
**HOMO (spin up / spin down)**: -11.9 / -11.8 eV
**Gap between HOMO and LUMO (spin up / spin down)**: 7.590 / 7.186 eV
**Electronic energy**: -2030.3395 Ha
**Total charge**: +1
**<S²>**: 0.762
**Spin multiplicity**: 2



(3)
ORCA calculation (the ωB97M-V functional and the def2-TZVPD basis) on a structure of composition C34H48CsF6N6O6P2S3 at a distorted geometry.

Last column: Löwdin charge in e.
Atoms and positions in Å:
Cs: -1.590 -0.993 -0.964  1.382
C: 2.845 1.153 2.019  -0.292
P: 1.763 1.257 0.554  1.015
C: 2.060 3.064 0.148  -0.388
N: 3.144 3.606 0.630  0.115
C: 3.434 4.898 0.288  -0.211
C: 4.597 5.511 0.807  -0.019
C: 4.920 6.785 0.433  -0.088
C: 4.098 7.495 -0.473  -0.088
C: 2.968 6.919 -0.979  -0.019
C: 2.618 5.605 -0.596  -0.212
N: 1.462 5.049 -1.070  0.128
C: 1.157 3.842 -0.690  -0.395
P: -0.479 3.137 -1.222  1.027
C: -0.728 4.052 -2.782  -0.267
C: -1.621 4.038 -0.049  -0.722
C: -1.269 3.623 1.379  -0.098
C: -1.578 5.560 -0.158  -0.098
C: -3.033 3.537 -0.377  -0.099
C: 2.841 0.439 -0.751  -0.721
C: 4.299 0.887 -0.671  -0.101
C: 2.304 0.734 -2.151  -0.099
C: 2.770 -1.076 -0.500  -0.109
H: 3.813 1.628 1.882  0.022
H: 2.953 0.097 2.267  0.002
H: 2.337 1.632 2.857  0.040
H: 5.208 4.937 1.491  0.111
H: 5.810 7.258 0.827  0.098
H: 4.368 8.503 -0.762  0.098
H: 2.312 7.434 -1.667  0.111
H: -0.509 5.116 -2.709  0.027
H: -1.762 3.901 -3.096  0.027
H: -0.092 3.610 -3.552  0.042
H: -0.256 3.920 1.658  0.074
H: -1.374 2.550 1.524  0.040
H: -1.957 4.113 2.076  0.091
H: -0.587 5.958 0.067  0.066
H: -2.286 5.992 0.557  0.083
H: -1.863 5.908 -1.150  0.069
H: -3.086 2.449 -0.413  0.067
H: -3.390 3.936 -1.331  0.067
H: -3.726 3.867 0.403  0.089
H: 4.408 1.973 -0.705  0.066
H: 4.850 0.465 -1.516  0.084
H: 4.776 0.532 0.242  0.073
H: 2.428 1.785 -2.427  0.077
H: 1.248 0.487 -2.256  0.057
H: 2.863 0.139 -2.879  0.086
H: 3.131 -1.352 0.492  0.047
H: 3.390 -1.590 -1.242  0.089
H: 1.762 -1.478 -0.573  0.054
F: -5.215 -2.298 -5.646  0.138
C: -5.166 -2.427 -4.321  -0.669
F: -5.451 -3.696 -4.008  0.130
F: -6.101 -1.641 -3.784  0.135
S: -3.496 -2.007 -3.654  0.552
O: -3.718 -1.664 -2.266  -0.547
O: -2.684 -3.151 -3.929  -0.260
N: -3.101 -0.780 -4.570  -0.282
S: -2.708 0.652 -4.039  0.565
O: -2.211 0.631 -2.681  -0.684
O: -1.969 1.361 -5.035  -0.263
C: -4.313 1.548 -3.925  -0.666
F: -5.101 0.991 -3.008  0.141
F: -4.092 2.824 -3.571  0.119
F: -4.949 1.542 -5.095  0.141
C: 3.432 -3.654 4.355  -0.087
C: 3.344 -3.607 2.839  -0.272
N: 2.168 -4.305 2.340  -0.139
C: 2.356 -5.708 1.999  -0.224
C: 2.718 -5.888 0.534  -0.070
C: 0.981 -3.691 2.117  -0.747
S: 0.810 -2.024 2.482  0.633
N: 0.018 -4.520 1.671  0.083
C: -0.841 -4.179 0.722  -0.502
O: -0.807 -3.190 -0.030  -0.368
C: -1.958 -5.171 0.473  -0.123
C: -3.087 -4.775 -0.239  -0.016
C: -4.103 -5.680 -0.503  -0.077
C: -3.993 -6.996 -0.073  -0.105
C: -2.870 -7.399 0.634  -0.097
C: -1.860 -6.489 0.910  -0.036
H: 4.341 -3.165 4.709  0.069
H: 3.441 -4.686 4.710  0.067
H: 2.574 -3.143 4.792  0.057
H: 4.220 -4.086 2.391  0.114
H: 3.309 -2.578 2.489  0.051
H: 1.442 -6.250 2.233  0.101
H: 3.147 -6.092 2.650  0.110
H: 1.919 -5.492 -0.094  0.074
H: 2.854 -6.942 0.288  0.069
H: 3.640 -5.357 0.288  0.068
H: -3.191 -3.745 -0.561  0.088
H: -4.979 -5.358 -1.051  0.100
H: -4.784 -7.704 -0.290  0.093
H: -2.782 -8.425 0.971  0.093
H: -0.980 -6.778 1.467  0.096
C: -3.253 0.148 4.227  -0.006
C: -2.546 0.501 2.941  -0.598
N: -1.194 0.432 2.973  0.139
O: -3.167 0.819 1.938  0.009
H: -2.658 0.374 5.111  0.075
H: -3.454 -0.925 4.216  0.088
H: -4.202 0.677 4.264  0.079
H: -0.761 -0.154 3.671  0.044
H: -0.724 0.428 2.078  0.022

Summary:
**HOMO**: -5.2 eV
**Gap between HOMO and LUMO**: 6.721 eV
**Electronic energy**: -4601.1524 Ha
**Total charge**: -1



(4)
ORCA calculation (the ωB97M-V functional and the def2-TZVPD basis) on an isolated molecule of C5H12O2 at a distorted geometry.

Last column: Löwdin charge in e.
Atoms and positions in Å:
C: -2.008 -0.895 -0.791  0.000
C: -0.822 -0.025 -0.334  -0.453
C: -1.346 1.223 0.402  -0.035
O: -0.083 -0.838 0.541  -0.120
C: 1.178 -0.397 0.953  -0.165
C: 2.282 -0.322 -0.102  -0.358
O: 2.110 0.383 -1.142  0.012
H: -2.594 -0.357 -1.525  0.084
H: -1.806 -1.791 -1.138  0.019
H: -2.465 -0.982 0.234  0.108
H: -0.106 0.257 -1.023  0.096
H: -1.858 1.831 -0.289  0.045
H: -1.839 0.877 1.289  0.072
H: -0.403 2.099 0.595  0.154
H: 1.205 -1.071 1.661  0.099
H: 0.870 0.375 1.292  0.010
H: 3.237 -0.150 0.457  0.129
H: 2.430 -1.467 -0.386  0.166
H: 2.018 1.249 -0.695  0.136

Summary:
**HOMO**: -9.2 eV
**Gap between HOMO and LUMO**: 9.944 eV
**Energy relative to the best compared isomer or geometry (same formula, charge and spin)**: 499.9 kJ/mol
**Electronic energy**: -348.0144 Ha



(5)
ORCA calculation (the ωB97M-V functional and the def2-TZVPD basis) on a cluster of 2 separate species, C8H11NO2 in total at a distorted geometry.

Last column: Löwdin charge in e.
Atoms and positions in Å:
C: 3.264 -0.126 0.229  -0.209
C: -2.233 -0.472 -1.083  -0.007
C: -2.261 1.413 0.593  -0.090
C: -1.808 0.202 1.316  -0.074
C: -3.282 0.356 0.917  -0.238
C: -1.470 0.407 -0.154  -0.269
C: 3.526 0.648 -0.946  -0.086
C: 0.954 -0.899 0.711  -0.197
N: 2.166 -0.651 0.588  0.077
O: -3.575 -0.453 -0.191  -0.118
O: 0.527 -2.093 0.284  0.064
H: 4.170 -0.360 0.784  0.119
H: -2.445 0.009 -1.978  0.091
H: -1.828 -1.479 -1.061  0.109
H: -2.127 2.460 0.649  0.115
H: -1.153 -0.157 2.146  0.130
H: -4.106 0.484 1.627  0.151
H: 2.761 0.421 -1.697  0.091
H: 4.511 0.417 -1.386  0.084
H: 3.756 1.662 -0.549  0.102
H: -0.432 0.605 -0.446  0.117
H: 1.087 -2.394 -0.352  0.042

Summary:
**HOMO**: -8.1 eV
**Gap between HOMO and LUMO**: 8.481 eV
**Energy relative to the best compared isomer or geometry (same formula, charge and spin)**: 708.2 kJ/mol
**Electronic energy**: -516.4288 Ha



(6)
ORCA calculation (the ωB97M-V functional and the def2-TZVPD basis) on the ion C15H23 with charge +1 at a distorted geometry.

Last column: Löwdin charge in e.
Atoms and positions in Å:
C: -2.875 -0.313 1.161  -0.088
C: -1.505 -0.201 1.841  -0.253
C: -0.278 0.074 0.959  -0.134
C: 1.039 0.068 1.789  -0.016
C: 1.813 -1.211 1.575  0.002
C: 1.711 1.270 2.287  -0.067
H: -3.633 -0.407 1.934  0.081
H: -3.164 0.548 0.542  0.085
H: -2.983 -1.181 0.513  0.079
H: -1.540 0.602 2.584  0.097
H: -1.374 -1.127 2.429  0.122
H: -0.322 -0.710 0.169  0.134
H: -0.571 0.961 0.369  0.140
H: 1.227 -2.042 1.166  0.101
H: 2.679 -1.230 0.911  0.126
H: 2.159 -1.541 2.537  0.094
H: 2.822 1.318 2.010  0.182
H: 1.298 2.196 1.846  0.147
C: 2.631 0.958 4.551  -0.068
C: 2.008 2.057 3.665  -0.413
C: 0.618 2.472 4.242  -0.038
C: 3.031 3.331 3.593  -0.114
C: 2.584 4.658 3.315  -0.048
C: 3.444 5.760 3.141  -0.075
C: 4.811 5.677 3.423  -0.065
C: 5.252 4.453 3.944  -0.069
C: 4.372 3.355 4.125  -0.031
H: 3.605 0.689 4.121  0.084
H: 2.848 1.279 5.591  0.109
H: 1.988 0.058 4.600  0.093
H: 0.216 3.364 3.742  0.075
H: -0.108 1.632 4.111  0.084
H: 0.612 2.741 5.323  0.110
H: 1.541 4.811 2.978  0.106
H: 3.088 6.681 2.686  0.109
H: 5.492 6.495 3.206  0.112
H: 6.311 4.376 4.120  0.103
H: 4.893 2.461 4.488  0.102

Summary:
**HOMO**: -12.1 eV
**Gap between HOMO and LUMO**: 5.985 eV
**Electronic energy**: -584.9795 Ha
**Total charge**: +1



- Which of these has the highest electronic energy?
  C5H11N2